[1]
{"formula": "C35H42N3O2", "method": "ωB97M-V/def2-TZVPD", "orbital_gap_ev": 5.344, "energy_ev": -45534.69722, "total_charge": 1, "symbols": ["C", "H", "H", "C", "H", "H", "C", "H", "H", "C", "C", "H", "H", "H", "C", "H", "C", "H", "H", "H", "C", "O", "H", "C", "C", "H", "H", "H", "C", "C", "C", "H", "H", "H", "C", "C", "C", "H", "C", "C", "N", "H", "C", "C", "C", "H", "H", "H", "H", "C", "C", "H", "C", "H", "C", "H", "H", "C", "H", "H", "H", "H", "C", "N", "H", "C", "C", "H", "C", "C", "H", "H", "C", "O", "C", "H", "H", "H", "N", "C", "H", "C"], "positions_angstrom": [[1.82015, 2.28536, 2.00068], [4.49332, -1.48232, -1.81446], [-2.57153, -4.99696, 0.44188], [0.76027, 1.86638, 1.11526], [-8.91367, -2.06976, -0.98988], [2.38206, -0.91111, -1.83174], [-0.18312, -0.36613, -2.71014], [0.57258, -1.13909, -2.86607], [5.83056, 2.41626, -2.18439], [-1.52196, -0.62701, -2.95807], [1.58026, 1.10256, -1.77401], [4.57231, -1.13216, -3.58272], [6.84718, -1.08302, -2.73337], [5.87723, 2.60639, -3.98902], [6.16859, -0.26896, -2.43532], [-1.40779, -4.79100, 1.78588], [-2.47555, 0.39627, -2.86515], [-7.43409, -0.43362, -2.17493], [6.34873, 0.04545, -1.38764], [3.53170, 2.45529, -2.88572], [-0.74250, 1.94198, -2.17919], [6.44632, 0.78708, -3.36262], [3.16320, 5.04690, 3.52867], [2.68341, 1.31033, 2.57152], [0.28986, -2.18827, 0.35743], [-0.25604, -1.26035, 3.10179], [-0.83592, -4.70995, 0.10944], [0.04622, -2.13741, -0.71331], [3.93082, 3.03975, 3.70842], [-3.06023, -2.56445, 0.08204], [2.01240, 3.64659, 2.36522], [5.74593, 4.15190, 3.83315], [1.32648, 4.39649, 1.96100], [-1.74179, -2.21968, 3.19354], [4.72725, -0.72172, -2.56542], [-1.22205, 0.42753, 0.83685], [-7.67364, -2.13991, 0.77820], [-3.53067, 0.18413, -3.05886], [-2.06585, 1.69289, -2.51188], [3.03283, 4.00379, 3.22946], [-1.74079, -0.81109, 0.81817], [0.40760, 2.55717, 0.34128], [4.12796, 1.59511, -3.20268], [0.04797, 0.69958, 1.33537], [-4.21592, -0.61588, 1.21134], [-3.15671, -0.56758, -0.71405], [0.74780, -3.15734, 0.58941], [-4.07207, -1.14864, 2.16631], [1.00944, -1.39643, 0.58523], [-5.96153, -0.40211, -0.59916], [0.22216, 0.90256, -2.21877], [-6.19813, -2.03796, 2.38090], [3.71512, 1.68486, 3.41787], [5.74989, 2.62959, 4.74692], [-5.58480, -0.92456, 0.64542], [-0.15816, -3.02105, 2.91126], [-8.34201, -2.80119, 1.33318], [-7.16418, -0.81132, -1.18601], [-2.79982, 2.50518, -2.47992], [3.87961, 1.35631, -4.25583], [4.37706, 0.92436, 3.83937], [1.84669, 2.08828, -1.38364], [-1.00142, -2.03605, 1.16498], [3.85643, 0.44142, -2.34022], [-1.83243, -1.63794, -3.23174], [5.61436, 1.93443, -3.15651], [-8.00113, -1.70816, -0.51266], [4.86039, 4.04860, 5.36382], [2.57581, 0.15922, -1.97898], [-3.08063, -1.05458, 0.27506], [-1.88740, 1.23736, 0.51600], [-5.30483, 0.31951, -1.09883], [-0.76799, -2.13517, 2.68980], [-3.84764, -3.24244, -0.57195], [-1.67581, -4.46674, 0.77356], [2.54200, 0.25999, 2.29930], [-0.42367, 2.94558, -1.87106], [-4.10332, 0.46629, 1.38258], [-1.96930, -3.05180, 0.75677], [-6.47523, -1.73078, 1.36666], [0.49334, -0.04578, 2.00173], [5.13799, 3.48875, 4.46315]], "lowdin_charge": [-0.21, 0.13, 0.10, 0.02, 0.11, 0.12, -0.06, 0.10, 0.13, -0.09, -0.09, 0.14, 0.13, 0.14, -0.18, 0.10, -0.11, 0.11, 0.13, 0.12, -0.07, -0.13, 0.13, -0.01, 0.02, 0.07, 0.10, 0.09, -0.26, -0.37, -0.01, 0.10, 0.12, 0.10, -0.14, 0.03, -0.07, 0.10, -0.09, -0.03, 0.07, 0.12, -0.12, -0.07, -0.07, 0.13, 0.10, 0.13, 0.07, -0.04, -0.25, 0.12, -0.02, 0.08, -0.24, 0.10, 0.11, -0.07, 0.11, 0.14, 0.12, 0.10, -0.45, -0.11, 0.12, -0.18, -0.08, 0.09, -0.09, -0.16, 0.16, 0.11, 0.02, 0.10, 0.00, 0.11, 0.11, 0.13, -0.03, -0.04, 0.08, -0.04]}

***

[2]
{"formula": "C35H42N3P2S2SiZn", "method": "ωB97M-V/def2-TZVPD", "orbital_gap_ev": 5.641, "energy_ev": -137994.66428, "total_charge": -1, "symbols": ["C", "H", "C", "H", "C", "H", "S", "N", "H", "C", "H", "H", "C", "C", "C", "H", "H", "H", "C", "H", "C", "C", "H", "N", "H", "C", "P", "C", "C", "H", "H", "H", "C", "C", "H", "H", "C", "C", "C", "Zn", "C", "H", "H", "H", "Si", "S", "H", "C", "C", "C", "C", "H", "N", "H", "H", "C", "H", "H", "H", "H", "H", "P", "C", "C", "H", "C", "H", "H", "C", "C", "H", "C", "H", "C", "H", "H", "H", "C", "C", "H", "H", "H", "H", "C", "C", "H"], "positions_angstrom": [[2.05680, 2.37746, -3.80415], [2.35962, 5.43794, -1.19899], [-0.58964, -1.46684, -2.03376], [-3.08140, -2.92118, 0.70880], [-5.57874, -2.11622, -2.10736], [-6.41961, -4.05150, -1.71771], [0.71136, -1.12683, 2.28416], [0.02332, 2.16491, 3.15754], [-1.09577, 3.58072, 0.61353], [1.52090, 3.15993, 5.26343], [-4.52309, -0.25313, -2.28753], [-2.16892, 3.12684, 1.95612], [-1.54989, 3.92225, 1.54441], [4.30596, 2.89799, -1.77265], [2.10930, 4.99322, -2.16505], [0.30316, 1.64851, 3.98137], [-0.90047, -3.58351, -1.96717], [-2.46197, -4.90303, 3.60969], [-1.80289, -6.03588, 1.90881], [2.68243, 5.51142, -2.93770], [-4.75690, -3.61515, -0.42323], [0.16923, 5.54397, 2.12114], [0.94688, 2.47842, 5.90767], [0.68012, 4.01671, 4.45618], [0.14670, -2.04782, -5.82326], [1.72983, -2.45091, -0.25558], [-2.34548, -0.21699, -0.44691], [1.45862, 2.33897, -0.85207], [-0.33885, -0.39217, -2.90121], [2.62631, 2.82277, -4.62404], [1.04776, 5.16900, -2.35183], [-0.30737, 0.60842, -2.48617], [-1.06439, -6.00485, 0.73427], [-0.84188, -1.21610, -0.58749], [-0.61723, 4.52609, 6.04552], [0.55736, 5.42699, 1.10389], [3.72413, -3.80553, -0.38881], [-0.49625, -3.68607, 1.12490], [-3.78013, -2.69429, -0.08278], [-0.28741, 0.90644, 1.43688], [2.31312, -1.53289, -1.12515], [2.17901, 2.57113, 4.62637], [-1.30730, -2.83544, 2.91286], [-0.50098, 6.40756, 2.13654], [2.47360, 3.14229, -2.13495], [-2.47707, 0.21424, 1.62072], [-4.80983, -4.56027, 0.10568], [-1.23200, -3.73131, 2.30850], [4.28028, -2.91084, -1.29134], [3.57508, -1.76988, -1.64712], [-0.62568, -2.74638, -2.59522], [2.26325, 1.30447, -3.78522], [-0.55173, 4.34451, 2.51902], [5.26443, -3.09406, -1.70579], [1.00402, 5.73175, 2.78978], [-0.07853, -0.60060, -4.24477], [0.64646, 5.71752, 5.67741], [4.56989, 3.34830, -0.81347], [4.93117, 3.34902, -2.54747], [4.27572, -4.68674, -0.08381], [-2.31204, -6.94344, 2.20985], [0.14137, -2.04831, 0.54319], [-0.06783, -1.88847, -4.77309], [-1.88377, -4.89363, 2.69350], [4.00790, -1.05494, -2.33657], [-0.34896, -2.95978, -3.94036], [1.78890, -0.62046, -1.37504], [-0.74950, 5.53912, 4.60026], [-0.42073, -4.83864, 0.34570], [-3.68019, -1.47272, -0.74579], [2.13616, 3.78820, 5.90820], [0.04248, 3.43800, 3.35334], [0.13806, 0.25002, -4.88172], [2.45877, -3.57310, 0.13071], [-0.98767, -6.88901, 0.11269], [4.54346, 1.83460, -1.71120], [0.15007, -4.83478, -0.57489], [0.79981, 1.79172, 0.02012], [-4.59507, -1.19674, -1.75695], [0.99284, 2.49683, -4.02009], [2.04431, -4.26459, 0.85260], [-2.18559, 4.78473, 1.33088], [-0.37184, -3.96836, -4.33778], [-0.05076, 5.00288, 5.23504], [-5.66014, -3.32869, -1.44251], [-6.27447, -1.88382, -2.90559]], "lowdin_charge": [-0.19, 0.02, -0.36, 0.08, -0.11, 0.09, 0.27, 0.12, 0.06, -0.08, 0.09, 0.04, -0.07, -0.19, -0.20, 0.05, 0.09, 0.10, -0.11, 0.02, -0.09, -0.06, 0.09, -0.18, 0.09, -0.32, 0.57, -0.25, -0.09, 0.02, 0.02, 0.08, -0.09, -0.65, 0.09, 0.09, -0.09, -0.34, -0.09, 0.06, -0.06, 0.10, 0.06, 0.08, 0.40, 0.10, 0.09, -0.13, -0.10, -0.08, -0.05, 0.02, -0.16, 0.09, 0.08, -0.10, 0.08, 0.02, 0.02, 0.09, 0.09, 0.56, -0.12, -0.09, 0.10, -0.10, 0.09, 0.08, -0.11, -0.42, 0.08, -0.42, 0.09, -0.10, 0.10, 0.02, 0.10, -0.17, -0.12, 0.03, 0.10, 0.09, 0.09, -0.07, -0.12, 0.09]}

***

Energy above the lowest of the compared OMol25 structures with the same formula, charge and spin / kJ/mol: 75.57, 0.00
LUMO / eV: -4.33, 2.22
Highest occupied orbital energy / eV: -9.7, -3.4